Computed, not measured: 7 unconnected molecules or ions with the total composition C20H53F6N5O7 at a distorted geometry, with ωB97M-V with the def2-TZVPD basis set.

Computed properties:
E_tot: -59686.397 eV

Each atom is followed by the atoms it is bonded to, with distances in Å.
Element x y z (Å)
1 N 0.03 0.49 0.62  H2 1.049, H3 1.036, H4 1.026, H5 1.040
2 H 0.86 0.02 0.18  N1 1.049
3 H -0.81 0.40 0.02  N1 1.036
4 H 0.09 1.48 0.87  N1 1.026
5 H -0.31 -0.05 1.45  N1 1.040
6 N -3.35 -0.80 1.20  H7 1.049, H8 1.014, H9 1.045, H10 1.018
7 H -2.65 -0.97 1.97  N6 1.049
8 H -3.60 -1.64 0.69  N6 1.014
9 H -2.97 -0.07 0.56  N6 1.045
10 H -4.20 -0.44 1.63  N6 1.018
11 C -3.33 0.96 -1.73  O12 1.449, O13 1.317, C14 1.548, H25 1.104
12 O -4.52 0.38 -1.15  C11 1.449, C18 1.399
13 O -2.33 0.69 -0.92  C11 1.317
14 C -3.17 0.34 -3.14  C11 1.548, F15 1.338, F16 1.331, F17 1.357
15 F -2.20 -0.59 -3.22  C14 1.338
16 F -4.28 -0.21 -3.62  C14 1.331
17 F -2.77 1.30 -4.02  C14 1.357
18 C -5.71 1.09 -1.36  O12 1.399, C19 1.514, H23 1.096, H24 1.104
19 C -6.85 0.23 -0.85  C18 1.514, H20 1.095, H21 1.088, H22 1.093
20 H -6.70 -0.07 0.19  C19 1.095
21 H -7.84 0.67 -0.89  C19 1.088
22 H -6.83 -0.71 -1.40  C19 1.093
23 H -5.94 1.44 -2.38  C18 1.096
24 H -5.71 2.03 -0.79  C18 1.104
25 H -3.45 2.06 -1.82  C11 1.104
26 C -0.64 -2.16 2.99  O27 1.453, O28 1.316, C29 1.526, H40 1.111
27 O -1.10 -3.01 1.90  C26 1.453, C33 1.408
28 O -1.10 -0.94 2.80  C26 1.316
29 C -1.03 -2.82 4.30  C26 1.526, F30 1.339, F31 1.349, F32 1.343
30 F -2.34 -3.12 4.38  C29 1.339
31 F -0.35 -3.97 4.52  C29 1.349
32 F -0.72 -2.02 5.33  C29 1.343
33 C -0.15 -3.92 1.38  O27 1.408, C34 1.516, H38 1.093, H39 1.102
34 C -0.85 -5.17 0.90  C33 1.516, H35 1.095, H36 1.089, H37 1.090
35 H -1.69 -4.91 0.24  C34 1.095
36 H -0.18 -5.77 0.29  C34 1.089
37 H -1.32 -5.66 1.76  C34 1.090
38 H 0.62 -4.16 2.12  C33 1.093
39 H 0.38 -3.48 0.52  C33 1.102
40 H 0.47 -2.17 2.95  C26 1.111
41 C -0.68 2.98 2.97  C42 1.522, H47 1.092, H48 1.094, H49 1.089
42 C 0.83 3.16 3.00  C41 1.522, C43 1.512, N46 1.492, H50 1.093
43 C 1.50 2.25 4.01  C42 1.512, O44 1.441, H51 1.095, H52 1.095
44 O 1.33 2.90 5.28  C43 1.441, C45 1.391
45 C 2.34 2.58 6.19  O44 1.391, H53 1.099, H54 1.086, H55 1.099
46 N 1.37 2.86 1.64  C42 1.492, H56 1.021, H57 1.017
47 H -0.97 1.95 2.76  C41 1.092
48 H -1.05 3.68 2.21  C41 1.094
49 H -1.18 3.24 3.90  C41 1.089
50 H 1.03 4.22 3.18  C42 1.093
51 H 2.58 2.12 3.84  C43 1.095
52 H 1.00 1.28 4.10  C43 1.095
53 H 2.66 1.53 6.10  C45 1.099
54 H 1.96 2.75 7.19  C45 1.086
55 H 3.27 3.13 6.00  C45 1.099
56 H 0.95 3.53 1.00  N46 1.021
57 H 2.35 3.11 1.56  N46 1.017
58 C 3.15 -1.17 0.98  C59 1.515, H64 1.090, H65 1.098, H66 1.091
59 C 3.24 -0.74 -0.47  C58 1.515, C60 1.508, N63 1.498, H67 1.092
60 C 4.16 -1.56 -1.34  C59 1.508, O61 1.403, H68 1.107, H69 1.098
61 O 3.87 -2.93 -1.31  C60 1.403, C62 1.414
62 C 4.87 -3.67 -1.98  O61 1.414, H70 1.092, H71 1.092, H72 1.096
63 N 1.87 -0.81 -1.06  C59 1.498, H73 1.013, H74 1.014
64 H 2.74 -0.45 1.70  C58 1.090
65 H 4.17 -1.31 1.37  C58 1.098
66 H 2.64 -2.12 1.05  C58 1.091
67 H 3.53 0.31 -0.54  C59 1.092
68 H 5.20 -1.40 -1.00  C60 1.107
69 H 4.16 -1.14 -2.36  C60 1.098
70 H 4.59 -4.72 -1.98  C62 1.092
71 H 5.81 -3.56 -1.44  C62 1.092
72 H 4.92 -3.43 -3.05  C62 1.096
73 H 1.87 -0.29 -1.93  N63 1.013
74 H 1.62 -1.78 -1.23  N63 1.014
75 C -0.11 3.27 -4.64  C76 1.521, H81 1.094, H82 1.092, H83 1.090
76 C 0.44 2.11 -3.83  C75 1.521, C77 1.517, N80 1.477, H84 1.093
77 C 1.90 1.89 -4.19  C76 1.517, O78 1.416, H85 1.102, H86 1.098
78 O 2.45 0.67 -3.72  C77 1.416, C79 1.425
79 C 2.02 -0.44 -4.50  O78 1.425, H87 1.089, H88 1.096, H89 1.089
80 N 0.35 2.49 -2.41  C76 1.477, H90 1.022, H91 1.024
81 H -0.31 3.01 -5.68  C75 1.094
82 H 0.54 4.15 -4.63  C75 1.092
83 H -1.07 3.59 -4.23  C75 1.090
84 H -0.11 1.19 -4.05  C76 1.093
85 H 2.45 2.69 -3.66  C77 1.102
86 H 2.21 2.17 -5.20  C77 1.098
87 H 2.55 -1.33 -4.18  C79 1.089
88 H 2.32 -0.28 -5.55  C79 1.096
89 H 0.94 -0.55 -4.45  C79 1.089
90 H -0.59 2.31 -2.06  N80 1.022
91 H 0.86 1.77 -1.89  N80 1.024